Record 1
10
Properties=species:S:1:pos:R:3:forces:R:3 method="wB97M-V/def2-TZVPD" multiplicity=3 e_lumo_ev="0.45 / -4.37" largest_force_ev_per_a=10.6 total_energy_ev=-30036.0447 s2=2.0087 total_charge=0 e_homo_ev="-5.08 / -10.78" molar_mass_g_mol=129.57 e_above_lowest_kcal_mol=81.81
C -1.477890 -0.395615 -0.356573 0.8 1.8 -1.9
N 1.752316 1.211201 0.991259 1.8 4.6 0.9
O 0.810362 0.964306 -1.412035 -0.4 -0.4 5.2
O -0.507173 -0.069146 0.666884 -1.0 2.7 0.8
S 0.888888 0.386100 0.065855 -4.0 3.1 -9.3
Cl 1.636273 -1.409751 -0.019702 4.1 -7.6 -0.1
H -1.478776 -1.406133 -0.198136 -0.7 -2.8 -0.6
H -1.093872 -0.065512 -1.407029 -0.7 -0.7 2.0
H -2.443029 0.031785 -0.156928 -0.2 0.5 0.3
H 1.912905 0.752765 1.826409 0.3 -1.2 2.7


Record 2
10
Properties=species:S:1:pos:R:3:forces:R:3 method="wB97M-V/def2-TZVPD" e_lumo_ev=0.31 largest_force_ev_per_a=3.8 total_energy_ev=-21253.7979 total_charge=0 e_homo_ev=-8.14 molar_mass_g_mol=113.50 e_above_lowest_kcal_mol=54.43
C 0.061138 0.662689 0.043508 -3.7 0.4 -0.7
N -1.763713 -0.492639 -0.248058 1.4 2.7 1.0
O 0.706283 0.232929 -1.027749 -0.7 3.2 -0.9
O 0.455841 0.273291 1.221592 1.1 -0.4 1.0
O -0.302593 1.985957 -0.069921 0.1 -1.8 2.2
Cl -1.837885 -1.472729 1.153665 -0.1 -0.3 0.4
H -1.328674 -1.073674 -0.923463 0.5 -0.9 -0.8
H 1.171204 -0.548127 -0.980156 1.4 -2.9 0.8
H -0.099408 0.305758 2.041133 -0.1 0.2 -1.6
H -0.194485 2.366750 -0.921210 0.2 -0.1 -1.5